Record 1
17
Properties=species:S:1:pos:R:3 method="wB97M-V/def2-TZVPD" e_above_lowest_ev=0.000 gap_ev=7.45 charge=-1 smiles="O=C1CCC(=O)C1=C([O-])C(F)(F)I"
C 0.11822 -0.28119 -0.42686
C -0.70929 -1.33970 0.01697
C -0.53337 0.98525 -0.18291
C 1.47104 -0.51850 -0.70296
C -2.06424 -0.75793 0.14833
C -1.77464 0.64444 0.61086
C 2.40429 0.62689 -0.25164
O -0.54056 -2.50258 0.32547
O -0.24002 2.03999 -0.66826
O 1.96970 -1.61413 -0.92921
F 2.02276 1.19462 0.89308
F 2.58575 1.66517 -1.18680
I 4.39765 -0.14253 0.03494
H -2.47982 -0.70712 -0.87749
H -2.83658 -1.26243 0.73954
H -1.30496 0.59743 1.71956
H -2.48591 1.37232 0.73740



Record 2
63
Properties=species:S:1:pos:R:3 method="wB97M-V/def2-TZVPD" e_above_lowest_ev=0.386 gap_ev="5.56 / 9.24" spin_multiplicity=3 s2=2.0180
Ti 0.51531 0.17976 -0.00059
C -2.68020 -1.06164 1.59129
C -2.43007 -0.00815 2.65404
O -1.99682 1.24990 2.18546
C -2.88474 2.00101 1.39954
C -2.74233 1.68262 -0.07869
O -1.38043 1.59961 -0.46835
C -0.80146 2.70805 -1.16870
C 0.43115 3.20875 -0.44698
O 1.23829 2.07380 -0.07038
C 2.66664 2.18792 -0.27783
C 3.35564 0.89571 0.16928
O 2.49017 -0.20227 -0.11038
C 3.00374 -1.53394 -0.01478
C 1.94944 -2.44608 -0.60169
O 0.67349 -2.11307 -0.02418
C -0.39787 -2.79640 -0.67535
C -1.73202 -2.12122 -0.32034
O -1.53768 -1.22384 0.76586
H -3.55649 -0.81857 0.97917
H -2.89587 -2.00754 2.10358
H -1.64356 -0.34585 3.32828
H -3.35912 0.09720 3.23074
H -2.63268 3.04905 1.58057
H -3.93152 1.85611 1.70057
H -3.25777 2.43677 -0.67973
H -3.18304 0.71726 -0.32406
H -1.52044 3.52658 -1.25126
H -0.51316 2.36138 -2.16013
H 0.19702 3.74970 0.47322
H 1.00691 3.83962 -1.12471
H 3.03750 3.01623 0.32896
H 2.81490 2.36471 -1.34342
H 3.59296 0.89490 1.23588
H 4.26132 0.78022 -0.42929
H 3.21326 -1.74584 1.03701
H 3.91019 -1.60522 -0.61751
H 2.19388 -3.48538 -0.36450
H 1.90776 -2.29469 -1.68118
H -0.37968 -3.83990 -0.35095
H -0.24459 -2.74606 -1.75510
H -2.46285 -2.88571 -0.04420
H -2.11130 -1.56514 -1.18198
O 0.40336 -0.24155 -4.50253
Se 1.27574 0.23926 -3.24318
O 2.64148 -0.59220 -2.96190
O 0.25666 -0.13731 -1.84826
O 1.48391 1.84661 -3.07193
N 1.84128 1.23417 7.02171
C 1.78186 0.05689 6.29632
O 1.96612 -1.01929 6.85507
C 1.43198 0.15792 4.88361
C 1.24168 1.36575 4.16315
C 0.92402 1.34536 2.84026
N 0.76858 0.19647 2.09437
C 0.93296 -0.98041 2.81134
C 1.25140 -1.02866 4.13205
H 1.86450 1.09493 8.01872
H 1.32821 2.03620 6.70104
H 1.34854 2.33721 4.62912
H 0.75808 2.27523 2.31343
H 0.77228 -1.89055 2.25194
H 1.36516 -1.98547 4.62300



Record 3
87
Properties=species:S:1:pos:R:3 method="wB97M-V/def2-TZVPD" e_above_lowest_ev=4.061 gap_ev=5.14 charge=+1
N 2.93628 -2.35340 0.39696
C 1.67034 -2.11589 -0.39627
C 0.40125 -2.18121 0.68550
S -0.25638 -3.96890 0.53930
F -0.96264 -3.98947 -1.05529
H 3.55908 -2.90444 -0.23321
H 2.70657 -2.91901 1.24381
H 1.57508 -3.02624 -1.15673
H 1.66468 -1.14080 -1.04337
H 0.73909 -1.97927 1.78852
H -0.44204 -1.43401 0.30689
H 0.85237 -4.84369 0.60759
C 2.82178 1.50972 0.56074
Br 3.09216 2.93793 -0.73211
Br 1.08687 1.64004 1.43100
Br 3.10537 -0.24510 -0.22945
H 3.58064 1.63589 1.33999
C 0.10899 -3.61585 4.94957
Br 0.66788 -5.11021 6.06262
Br 0.37770 -3.98198 3.05802
Br -1.72056 -3.07492 5.32952
H 0.75282 -2.76798 5.20573
C 3.19206 -0.46130 -4.71203
Br 4.19204 -1.49201 -3.39977
Br 1.28942 -0.42707 -4.30831
Br 3.91801 1.33014 -4.93108
H 3.30567 -0.97213 -5.67388
C -0.63614 4.65399 -1.76275
Br -0.36576 6.08220 -3.05560
Br -2.37105 4.78431 -0.89249
Br -0.35256 2.89918 -2.55294
H 0.12272 4.78017 -0.98350
C -0.49837 1.09034 6.05022
Br -1.87363 0.62809 4.75434
Br 1.25897 0.46908 5.49342
Br -0.49815 2.99242 6.45800
H -0.74408 0.56434 6.97864
C 3.09656 3.62642 4.25708
Br 1.65061 4.85968 3.84154
Br 4.75289 4.12714 3.36821
Br 3.33948 3.41601 6.17565
H 2.80521 2.64745 3.86242
C 3.69656 -6.92358 4.13565
Br 2.25061 -5.69032 3.72011
Br 5.35289 -6.42286 3.24678
Br 3.93948 -7.13399 6.05422
H 3.40521 -7.90255 3.74099
C 3.09755 6.69172 8.81184
Br 1.52667 5.55270 8.67286
Br 4.56249 5.79602 9.72611
Br 3.64292 7.38715 7.07888
H 2.81512 7.55230 9.42721
C 3.81336 -4.24192 -6.52184
Br 4.08375 -2.81371 -7.81469
Br 2.07846 -4.11160 -5.65158
Br 4.09695 -5.99674 -7.31202
H 4.57223 -4.11575 -5.74259
C 8.77896 -6.25744 5.84547
Br 8.88470 -8.16939 5.50255
Br 7.61042 -5.85504 7.34774
Br 10.54098 -5.46310 6.06580
H 8.32969 -5.79791 4.95889
C -2.90812 2.73507 -6.25120
Br -0.96462 2.71208 -6.33257
Br -3.55385 3.51260 -4.58905
Br -3.68746 3.60368 -7.80759
H -3.24120 1.69208 -6.26689
C -6.30142 0.52641 -6.85233
Br -5.17391 -0.10135 -5.39666
Br -5.45777 0.26546 -8.58565
Br -8.07736 -0.26462 -6.78512
H -6.42685 1.60576 -6.71705
C -5.80574 0.35660 3.79205
Br -5.24684 -1.13775 4.90510
Br -5.53703 -0.00952 1.90050
Br -7.63528 0.89753 4.17200
H -5.16190 1.20447 4.04821
C -8.79103 0.45750 -2.83488
Br -9.28357 2.30203 -3.20834
Br -8.01429 0.26043 -1.06229
Br -10.28281 -0.76009 -3.11107
H -8.01510 0.18134 -3.55647
C -6.19839 6.45535 -9.58921
Br -5.92801 7.88356 -10.88206
Br -7.93330 6.58567 -8.71895
Br -5.91481 4.70054 -10.37939
H -5.43953 6.58153 -8.80996



Record 4
22
Properties=species:S:1:pos:R:3 method="wB97M-V/def2-TZVPD" e_above_lowest_ev=7.756 gap_ev="6.17 / 6.18"
C -2.37110 1.58094 0.11763
C 2.26118 -0.18591 -1.15198
C 2.01312 -0.96340 1.10647
C -1.26065 0.74213 -0.51494
N 1.41523 -0.17130 -0.00542
Si -1.66925 -1.25461 -0.62979
Si 0.33304 1.00723 0.39754
H -2.81398 1.03331 1.11143
H -2.03920 2.56355 0.45962
H -3.15182 1.79039 -0.54653
H 1.98355 0.59670 -1.84123
H 3.39422 -0.08463 -0.99572
H 2.31510 -1.09822 -1.54344
H 1.85144 -1.93937 0.97972
H 3.15447 -0.88269 1.16148
H 1.55239 -0.60730 2.04564
H -0.95402 1.20351 -1.53749
H -3.04178 -1.18022 -1.14184
H -1.66042 -1.86523 0.75698
H -1.10762 -1.53910 -1.94683
H -1.05775 -0.67854 2.36099
H 0.85385 1.93273 1.35769



Record 5
13
Properties=species:S:1:pos:R:3 method="wB97M-V/def2-TZVPD" e_above_lowest_ev=1.037 gap_ev=10.22
C 2.16994 1.02190 -1.59794
C 2.62819 0.93982 -0.37494
N -3.06704 1.09106 0.83291
O -1.57099 -0.07374 -0.80314
O -1.00716 2.30207 0.25938
S -1.38937 0.95486 0.63115
Cl 1.58902 0.67809 1.05075
Cl 4.30660 1.11432 0.02254
H 1.09739 0.79510 -1.83958
H -2.23345 0.35583 -1.25445
H 2.74716 1.27787 -2.46506
H -3.32919 2.02923 0.60126
H -3.74060 0.79987 1.51042



Record 6
40
Properties=species:S:1:pos:R:3 method="wB97M-V/def2-TZVPD" gap_ev="3.77 / 4.24" charge=-2 spin_multiplicity=5 s2=6.0189
Cr 0.26441 0.37910 -0.12950
O 1.05508 1.46304 5.78782
C 0.94425 1.12992 4.50181
C 1.98876 0.55888 3.78394
C 1.82166 0.53067 2.39370
N 0.61653 0.79610 1.87321
C -0.35110 1.37839 2.51413
C -0.25795 1.55552 3.85755
C -1.39088 2.10980 1.66612
O -2.18230 2.85665 2.24038
O -1.06780 1.92421 0.40461
C 2.84412 0.14936 1.35816
O 4.01507 0.03740 1.69318
O 2.30696 -0.01010 0.18207
H 1.95901 1.37174 6.12530
H 2.85979 0.20623 4.31591
H -1.11684 1.89112 4.47230
S 1.08071 0.82575 -2.37024
C -0.32408 1.43129 -3.07675
C -0.22129 2.37864 -4.11891
C -1.32484 2.63802 -4.95395
C -2.54097 2.03260 -4.70960
C -2.67304 1.09833 -3.65574
C -1.61381 0.82905 -2.79778
S -1.80269 -0.22711 -1.47437
H 0.77554 2.82433 -4.19875
H -1.12079 3.24145 -5.86943
H -3.42657 2.29142 -5.32362
H -3.59605 0.52381 -3.48691
C 0.26073 -4.70439 -0.24053
C 1.24089 -3.88643 -0.74242
C 1.23952 -2.50537 -0.45798
N 0.19578 -1.83961 0.07177
C -0.78932 -2.63860 0.54378
C -0.82589 -4.02835 0.37355
H 0.21675 -5.77539 -0.41846
H 2.07708 -4.25400 -1.29113
H 2.14887 -1.95148 -0.69834
H -1.57659 -2.12223 1.03825
H -1.70873 -4.50975 0.81687



Record 7
97
Properties=species:S:1:pos:R:3 method="wB97M-V/def2-TZVPD" e_above_lowest_ev=5.240 gap_ev=10.71 charge=-1
As -23.49884 -1.11771 -1.48056
F -25.11985 -0.31335 -1.35231
F -22.76305 0.37048 -0.80407
F -21.88472 -1.96524 -1.45044
F -24.20994 -2.62370 -2.03330
F -23.19503 -0.68086 -3.24666
F -23.68831 -1.71439 0.20736
O -27.73851 -5.16770 -5.22204
S -26.54980 -4.41715 -5.61438
O -26.08488 -4.41751 -7.01960
O -26.73953 -2.84698 -5.05269
C -27.44662 -2.62698 -3.83278
C -27.93947 -1.20159 -3.83573
C -25.22461 -4.77573 -4.42182
H -26.88807 -2.73136 -2.90260
H -28.29627 -3.28854 -3.66388
H -28.64633 -0.94141 -3.04786
H -28.41860 -0.89367 -4.76509
H -27.10339 -0.50690 -3.75524
H -24.65324 -3.84786 -4.39591
H -24.76975 -5.75424 -4.57589
H -25.76193 -4.73738 -3.47423
O -18.53856 0.95481 -5.36316
S -18.57956 0.01924 -4.18345
O -17.79675 -1.20934 -4.25339
O -18.38219 0.84525 -2.77516
C -17.96435 0.12224 -1.59347
C -16.77202 0.85967 -0.89646
C -20.41298 -0.37857 -3.94994
H -17.78114 -0.91810 -1.86223
H -18.71848 0.12534 -0.80646
H -16.91359 0.76965 0.18056
H -16.79242 1.92889 -1.10730
H -15.73059 0.56919 -1.03476
H -20.84493 0.61687 -4.05301
H -20.58744 -0.70419 -2.92445
H -20.87405 -1.09287 -4.63205
O -26.70841 1.89801 -6.20377
S -25.44444 2.19876 -5.52243
O -24.62023 3.30556 -5.97169
O -25.60207 2.10878 -3.86378
C -26.30279 3.18879 -3.16160
C -27.83093 2.95425 -3.23119
C -24.28357 0.64304 -5.58961
H -26.24199 4.19641 -3.57283
H -25.87951 3.26818 -2.16029
H -28.19685 3.72829 -2.55661
H -28.14095 1.96448 -2.89602
H -28.33883 3.01252 -4.19386
H -24.71918 -0.21302 -5.07432
H -23.45419 0.94392 -4.94953
H -23.97182 0.58112 -6.63224
O -26.87733 -2.89529 2.82623
S -25.96332 -3.58765 3.75527
O -25.62505 -3.13955 5.08972
O -26.39674 -5.18078 3.71037
C -25.72086 -6.31388 4.29892
C -24.99175 -7.10818 3.27786
C -24.41571 -3.80027 2.73634
H -26.44451 -6.93646 4.82508
H -25.03564 -6.13409 5.12732
H -24.21898 -6.49077 2.81989
H -25.56805 -7.52629 2.45254
H -24.61199 -8.04167 3.69317
H -24.28298 -2.79528 2.33574
H -24.59124 -4.27062 1.76883
H -23.55711 -4.17008 3.29681
O -19.69119 -1.98389 4.00401
S -20.96332 -1.21695 3.69581
O -22.29586 -1.79088 3.92216
O -20.90272 0.19218 4.65446
C -19.63003 0.89169 4.78038
C -18.78322 0.11067 5.77855
C -20.89305 -0.40714 2.00762
H -19.74841 1.91530 5.13578
H -19.13990 0.99432 3.81222
H -18.29605 -0.66095 5.18241
H -19.33705 -0.48553 6.50375
H -17.92983 0.49818 6.33501
H -20.02957 0.25521 1.94586
H -21.83075 0.09467 1.76891
H -20.80305 -1.20133 1.26649
O -26.51151 2.19411 3.67749
S -26.49521 0.76564 3.24467
O -26.19012 -0.38369 4.13277
O -27.94738 0.45170 2.46893
C -28.63903 1.51580 1.61984
C -30.10335 1.07029 1.34979
C -25.39853 0.54170 1.79448
H -28.12264 1.68107 0.67426
H -28.59779 2.46763 2.14937
H -30.56348 0.92431 2.32707
H -30.17377 0.07664 0.90732
H -30.77114 1.76543 0.84093
H -24.43567 1.02184 1.96915
H -25.93940 1.11773 1.04365
H -25.34406 -0.50731 1.50343



Record 8
120
Properties=species:S:1:pos:R:3 method="wB97M-V/def2-TZVPD" e_above_lowest_ev=0.000 gap_ev=8.37 smiles="N=P(O)(O)BC[C@H]1CO1.COC[C@@H](C)N.COC[C@@H](C)N.COC[C@@H](C)N.COC[C@@H](C)N.COC[C@@H](C)N.COC[C@@H](C)N"
N 6.45626 -1.43964 -3.24555
P 5.36980 -1.02071 -2.22757
O 4.30455 -2.14485 -1.74310
O 5.90140 -0.61204 -0.75321
B 4.40719 0.55460 -2.79208
C 2.96988 0.83760 -2.25724
C 1.98654 -0.11167 -2.93232
C 1.18587 -1.02345 -2.09649
O 0.62017 0.14689 -2.68732
H 6.52703 -2.41847 -3.49004
H 3.92490 -2.61395 -2.49326
H 6.85951 -0.49321 -0.76755
H 4.94952 1.24718 -3.58963
H 2.64279 1.85386 -2.48098
H 2.90957 0.66319 -1.17991
H 2.24068 -0.46831 -3.93680
H 1.41396 -0.92903 -1.04020
H 0.81849 -1.94996 -2.52141
C -3.95097 -0.97582 -0.68031
C -3.85603 -1.11421 0.83686
C -3.30443 0.12942 1.54972
O -1.89912 0.26617 1.46084
C -1.38391 0.79270 0.25831
N -3.07565 -2.30818 1.15058
H -2.97187 -1.07917 -1.14989
H -4.58954 -1.76146 -1.08360
H -4.36940 -0.00995 -0.97041
H -4.87174 -1.25954 1.21955
H -3.50369 0.02980 2.61879
H -3.80902 1.03980 1.19786
H -2.02799 1.56809 -0.16803
H -1.21862 0.00666 -0.48331
H -0.41447 1.23544 0.49094
H -3.08719 -2.50040 2.15158
H -2.10307 -2.09106 0.94963
C -2.56814 -0.43328 -7.17109
C -1.13526 -0.95121 -7.23835
C -0.95442 -2.36850 -6.67797
O -0.95757 -2.45456 -5.26494
C -2.23135 -2.47501 -4.65022
N -0.25122 0.01773 -6.58718
H -2.82699 -0.11748 -6.16008
H -2.67933 0.43450 -7.81990
H -3.28373 -1.19394 -7.48868
H -0.85063 -1.00463 -8.29437
H 0.03170 -2.73079 -6.97966
H -1.70248 -3.05204 -7.10221
H -2.95784 -3.01512 -5.26603
H -2.61153 -1.46932 -4.45475
H -2.12485 -2.99338 -3.69776
H 0.71283 -0.26876 -6.73194
H -0.39472 -0.07881 -5.58344
C 2.91559 3.68331 3.14620
C 2.50230 4.30847 1.81812
C 2.45584 3.32026 0.64870
O 3.71924 2.93592 0.14112
C 4.37494 1.90058 0.84943
N 3.35674 5.46559 1.54455
H 3.99306 3.52044 3.18885
H 2.65650 4.35040 3.96752
H 2.41593 2.72685 3.31056
H 1.47882 4.68326 1.92997
H 1.94288 3.80482 -0.18603
H 1.87524 2.42731 0.92326
H 3.65540 1.17642 1.24870
H 4.98307 2.28458 1.67226
H 5.02588 1.38987 0.14348
H 2.99753 5.95142 0.72689
H 4.27254 5.12504 1.26505
C -5.21059 -4.88459 3.59216
C -3.73212 -5.22090 3.42671
C -3.36362 -6.64632 3.84927
O -3.31247 -6.86125 5.24758
C -4.55388 -7.11133 5.87209
N -2.92754 -4.20552 4.10951
H -5.45832 -4.68150 4.63489
H -5.45073 -3.98867 3.01944
H -5.84868 -5.69665 3.23843
H -3.49586 -5.15034 2.35956
H -2.35373 -6.85605 3.48904
H -4.04205 -7.37446 3.38334
H -5.21645 -7.68887 5.21848
H -5.06583 -6.19051 6.16332
H -4.35368 -7.69331 6.77107
H -1.94808 -4.35514 3.87654
H -3.00612 -4.37246 5.10914
C 1.21382 -4.70701 1.09240
C 0.91701 -3.34212 1.70380
C 2.16511 -2.51290 2.02516
O 2.87789 -2.93361 3.17050
C 3.78035 -4.00291 2.97030
N 0.03909 -3.51929 2.86359
H 1.54005 -5.41864 1.85161
H 0.31185 -5.11164 0.63394
H 1.98964 -4.64087 0.32728
H 0.35475 -2.76191 0.96260
H 1.84557 -1.49026 2.24362
H 2.83576 -2.47350 1.15522
H 4.24866 -3.94443 1.98212
H 3.29784 -4.97810 3.07372
H 4.55473 -3.91914 3.73158
H -0.27446 -2.61111 3.19600
H 0.59816 -3.89455 3.62635
C -1.37021 9.70973 0.60241
C -0.42487 8.74868 1.31560
C 0.80567 8.35627 0.49175
O 0.56391 7.42006 -0.54262
C 0.05861 7.95626 -1.74895
N -1.18809 7.59009 1.78239
H -1.98013 9.18947 -0.13700
H -2.05076 10.16339 1.32175
H -0.82238 10.50714 0.09707
H -0.03858 9.25938 2.20370
H 1.51590 7.86268 1.16073
H 1.30098 9.24902 0.08621
H 0.48186 8.94621 -1.94838
H -1.03133 8.03518 -1.74233
H 0.35095 7.28090 -2.55199
H -0.60376 7.00971 2.37579
H -1.41126 7.00948 0.97902



Record 9
14
Properties=species:S:1:pos:R:3 method="wB97M-V/def2-TZVPD" e_above_lowest_ev=0.981 gap_ev=5.29 charge=-1
C -0.81195 -0.68863 1.15390
C -1.95212 3.28862 2.07646
C -0.37226 0.55086 1.42101
C -0.42988 0.19213 -0.02794
C 0.80468 -0.17879 -0.85055
N -1.31241 -1.82909 1.49844
O -3.01447 2.87492 1.89838
O -0.95071 3.82728 2.28482
H 0.27461 1.12244 2.05566
H -1.20708 0.65762 -0.65870
H 0.70080 -1.17259 -1.30399
H 1.69671 -0.20599 -0.21747
H 0.98289 0.53949 -1.66019
H -1.57191 -2.38604 0.67772



Record 10
11
Properties=species:S:1:pos:R:3 method="wB97M-V/def2-TZVPD" e_above_lowest_ev=0.000 gap_ev=7.73 charge=-1 smiles="NC(=O)C(=S)S(=O)(=O)[O-]"
C 0.21589 -1.12933 -0.33205
C 0.92048 -0.18385 0.60910
N -1.17993 -1.13420 -0.14246
O 0.06969 1.35588 -1.55265
O 0.68186 -2.00626 -1.05982
O -0.72711 1.68442 0.80018
O 1.53126 2.36107 0.14048
S 1.45367 -0.34969 2.13938
S 0.39285 1.52261 -0.13908
H -1.67608 -0.44953 0.42736
H -1.68258 -1.67112 -0.89044



no.,calculated total energy (eV)
1,-27002.822
2,-133114.056
3,-3184920.110
4,-21630.240
5,-43618.203
6,-82173.100
7,-198453.605
8,-68035.056
9,-10865.987
10,-33458.211